# 1
91
Properties=species:S:1:pos:R:3:forces:R:3 method="wB97M-V/def2-TZVPD" de_lowest_kcal_mol=17.7 charge=+1 total_energy_ha=-4706.218246 multiplicity=6
Dy 0.202771 -0.568096 0.205175 -0.1 -0.2 0.2
C -1.871714 -0.114343 2.940608 0.0 0.0 0.0
N -0.430507 -0.368652 2.821038 0.0 0.0 0.0
C 0.299675 0.793916 3.359257 0.0 0.0 0.1
C 1.734414 0.844014 2.913384 0.1 0.0 0.0
C 2.774815 1.126685 3.785565 -0.1 0.0 -0.1
C 4.069015 1.148658 3.292897 0.1 0.0 0.0
C 4.285542 0.897243 1.946431 0.0 0.0 0.0
C 3.189656 0.638909 1.144287 0.0 0.0 0.0
N 1.944199 0.611910 1.618337 -0.1 0.0 -0.3
C -0.133925 -1.580918 3.607965 -0.1 0.1 0.1
C 1.235367 -2.170598 3.403150 -0.1 0.0 0.0
C 1.828694 -2.883333 4.435199 0.0 0.0 -0.1
C 3.022395 -3.540089 4.189025 0.0 0.0 0.0
C 3.574942 -3.457335 2.922944 0.0 0.0 0.0
C 2.916645 -2.711957 1.958284 0.0 0.1 0.0
N 1.769236 -2.073847 2.188271 0.0 0.0 -0.1
C -2.354833 0.980582 2.027400 -0.1 0.0 0.0
C -3.508964 1.694168 2.325031 0.1 0.0 0.0
C -3.984269 2.606257 1.401747 -0.1 0.1 0.0
C -3.293450 2.790250 0.211203 0.1 -0.1 0.1
C -2.148518 2.048831 -0.000888 -0.1 0.0 0.1
N -1.683506 1.163527 0.889657 0.1 0.0 -0.1
H -2.148359 0.125931 3.977312 0.0 0.0 0.0
H -2.399193 -1.037298 2.678644 0.0 0.0 -0.1
H 0.234965 0.808883 4.456057 0.0 0.0 0.0
H -0.195369 1.698328 2.999129 0.0 0.0 0.0
H 2.568746 1.299380 4.832576 0.0 0.0 0.0
H 4.901215 1.340689 3.956537 0.0 0.0 0.0
H 5.279633 0.887205 1.523743 0.0 0.0 0.0
H 3.307639 0.426376 0.086790 0.0 0.0 0.0
H -0.863609 -2.342434 3.321352 0.0 0.0 0.0
H -0.288369 -1.366397 4.675084 0.0 0.0 0.0
H 1.354726 -2.927503 5.406032 0.0 0.0 0.0
H 3.506881 -4.110323 4.969500 0.0 0.0 0.0
H 4.498666 -3.958344 2.673396 0.0 0.0 0.0
H 3.302208 -2.631019 0.949285 0.0 0.0 0.0
H -4.021082 1.524471 3.261606 0.0 0.0 0.0
H -4.885235 3.169502 1.605907 0.0 0.0 0.0
H -3.629425 3.493442 -0.536270 0.0 0.0 0.0
H -1.565360 2.152041 -0.905994 0.0 0.0 0.0
C 0.758314 3.480792 0.770626 0.0 -0.1 0.2
N 1.895364 3.073132 -0.028665 -0.2 0.0 -0.1
C 2.962759 4.051461 -0.182681 0.1 0.1 0.1
C 2.948622 4.372736 -1.662504 0.0 0.0 -0.1
N 2.349997 3.162843 -2.220579 0.1 0.0 0.0
C 2.305926 3.101922 -3.675932 0.1 0.1 0.0
C 1.636937 2.474588 -1.269204 0.1 0.0 -0.1
N 0.883164 1.423139 -1.363251 0.0 0.2 0.0
C 0.660590 0.801541 -2.674281 0.1 0.0 -0.1
C -0.775851 0.399544 -2.931200 -0.1 0.0 -0.1
N -1.362939 -0.469305 -1.913373 -0.2 0.0 0.1
C -2.314460 -1.305244 -2.292019 0.1 -0.2 -0.2
N -3.139747 -1.908155 -1.370328 0.1 0.3 -0.1
C -3.563717 -1.229309 -0.177699 -0.1 -0.1 0.1
C -4.123420 -2.779473 -1.985447 -0.1 0.0 0.0
C -3.740653 -2.767224 -3.456187 -0.1 0.0 0.0
N -2.657660 -1.788203 -3.529777 -0.2 0.3 0.2
C -2.197929 -1.521025 -4.883036 0.2 -0.1 0.0
H 0.229563 4.344147 0.348196 0.0 0.0 0.0
H 1.103038 3.741034 1.772400 0.0 0.0 0.0
H 0.062589 2.656122 0.861857 0.1 0.0 0.0
H 3.919808 3.604036 0.101478 0.0 0.0 0.0
H 2.788069 4.914811 0.457052 0.0 0.0 -0.1
H 3.951008 4.513136 -2.065911 0.0 0.0 0.0
H 2.349149 5.254206 -1.916994 0.0 0.0 0.1
H 2.882707 3.949879 -4.040817 0.0 0.0 0.0
H 1.294122 3.207206 -4.067874 0.0 0.1 0.0
H 2.763852 2.196132 -4.069327 0.0 0.0 0.0
H 1.281540 -0.097168 -2.730196 -0.1 0.1 0.0
H 0.939457 1.430536 -3.512284 -0.1 -0.1 0.1
H -0.724443 -0.069711 -3.906630 0.0 -0.1 -0.1
H -1.392193 1.304450 -3.053938 0.0 0.0 0.0
H -2.744409 -0.665359 0.233117 0.0 0.0 0.0
H -3.865943 -1.967953 0.566484 0.0 0.0 0.0
H -4.403510 -0.550657 -0.379085 0.0 0.0 0.0
H -5.133667 -2.399707 -1.804728 0.0 0.1 0.0
H -4.057126 -3.781835 -1.570819 -0.1 0.0 0.1
H -4.559696 -2.447665 -4.105756 0.0 0.0 0.1
H -3.395463 -3.747213 -3.795978 0.0 0.1 0.0
H -2.959991 -1.920299 -5.551398 0.1 0.0 0.0
H -1.257995 -2.029410 -5.114533 0.0 0.0 0.1
H -2.113554 -0.461363 -5.099387 0.0 0.1 0.0
S -1.463149 -5.368014 -4.621271 0.1 -0.1 0.0
C -0.802662 -4.625067 -3.311844 0.0 0.1 0.1
S 0.641616 -3.683494 -3.349323 0.1 0.0 -0.1
C 0.624588 -3.121013 -1.693285 0.1 0.3 0.2
C -0.426373 -3.524775 -0.942353 0.1 0.1 0.2
S -0.879019 -2.995921 0.681389 0.2 -0.2 -0.3
S -1.500590 -4.650943 -1.736583 0.0 -0.2 0.0
S 1.927023 -2.010599 -1.252773 0.0 -0.3 -0.1

=====

# 2
87
Properties=species:S:1:pos:R:3:forces:R:3 method="wB97M-V/def2-TZVPD" de_lowest_kcal_mol=0.0 charge=-1 total_energy_ha=-6157.622448
Zn 0.458154 -2.620182 1.213685 0.3 0.2 0.3
O 2.267943 -1.560234 4.403643 -0.3 0.3 0.4
C 2.471538 -2.071497 3.263525 0.0 -0.1 -0.3
O 2.056522 -1.628041 2.183333 -0.1 0.0 0.0
C 3.382324 -3.291505 3.280638 0.1 0.0 0.0
O 3.409321 -3.974001 2.048140 -0.1 0.1 -0.1
C 2.751541 -5.226905 2.083369 0.0 -0.1 0.0
C 1.307277 -5.214018 2.618719 -0.1 0.0 -0.1
O 0.975885 -6.125594 3.360944 0.0 -0.1 0.0
O 0.532400 -4.270148 2.219687 -0.1 0.0 -0.1
H 1.603637 -0.619631 4.374585 0.2 0.7 -0.1
H 3.100202 -3.945432 4.109669 0.0 0.0 0.0
H 4.389288 -2.913772 3.486759 0.0 0.0 0.0
H 2.722754 -5.582333 1.050503 0.0 0.0 0.0
H 3.314833 -5.948308 2.683150 0.0 0.0 0.0
O 1.082212 0.619711 4.246370 0.1 -1.0 0.1
C 0.102758 0.484115 3.421815 0.5 0.2 -0.2
O -0.502225 -0.567005 3.210010 -0.3 0.1 0.6
C -0.140637 1.708630 2.547678 0.0 0.0 0.0
C -1.579635 1.908672 2.064315 -0.2 0.1 0.0
Ge -1.715219 2.497925 0.195653 0.2 0.0 0.0
C 0.061994 2.995315 -0.486314 0.0 0.0 0.0
C 0.607544 4.238042 -0.165012 0.0 0.0 0.0
C 1.874363 4.604087 -0.600606 0.0 0.0 0.0
C 2.621663 3.727136 -1.373524 0.0 0.0 0.0
C 2.099538 2.482662 -1.696234 0.0 0.0 0.0
C 0.834230 2.121489 -1.251429 0.0 0.0 0.0
C -2.589132 1.381011 -1.158542 -0.1 0.0 0.0
C -3.611804 0.495743 -0.824850 0.0 0.0 0.1
C -4.232066 -0.281528 -1.790944 0.0 0.0 0.0
C -3.840612 -0.187528 -3.120379 0.0 0.0 0.0
C -2.840802 0.705729 -3.474641 0.0 0.0 0.0
C -2.229831 1.487241 -2.500486 0.0 0.0 0.0
C -2.758661 4.176235 0.149074 0.0 0.0 0.0
C -2.612911 5.082288 -0.902079 0.0 0.0 0.0
C -3.386106 6.232320 -0.977856 0.0 0.0 0.0
C -4.333199 6.498988 0.001535 0.0 0.0 0.0
C -4.499409 5.608207 1.051259 0.0 0.0 0.0
C -3.717781 4.461215 1.120154 0.0 0.0 0.0
H 0.535504 1.532680 1.704406 0.0 0.0 0.0
H 0.237501 2.591219 3.064449 0.0 0.0 0.0
H -2.061818 2.684310 2.665414 0.0 -0.1 0.1
H -2.143650 0.984099 2.191382 0.0 0.0 -0.1
H 0.034949 4.937585 0.435071 0.0 0.0 0.0
H 2.278893 5.572946 -0.333451 0.0 0.0 0.0
H 3.609918 4.009169 -1.716185 0.0 0.0 0.0
H 2.683344 1.786347 -2.288320 0.0 0.0 0.0
H 0.445328 1.137274 -1.480700 -0.1 0.0 0.0
H -3.904925 0.378041 0.210904 0.0 0.0 0.0
H -5.013410 -0.974062 -1.502101 0.0 0.0 0.0
H -4.314653 -0.805087 -3.873800 0.0 0.0 0.0
H -2.532795 0.798879 -4.509642 0.0 0.0 0.0
H -1.458732 2.186086 -2.803611 0.1 0.0 0.0
H -1.876438 4.891263 -1.675784 0.0 0.0 0.0
H -3.249738 6.921291 -1.802904 0.0 0.0 0.0
H -4.937871 7.395893 -0.054609 0.0 0.0 0.0
H -5.237229 5.805016 1.819775 0.0 0.0 0.0
H -3.865002 3.779924 1.951068 0.0 0.0 0.0
C -2.631300 -2.328597 2.168459 0.0 0.0 0.0
O -2.300853 -1.328707 1.215430 0.2 0.0 0.2
C -0.959776 -1.217074 0.952481 -0.3 -0.4 -0.7
O -0.629870 -0.231245 0.310150 0.1 0.1 -0.1
H -2.421951 -1.963687 3.173679 0.0 0.0 0.0
H -2.055275 -3.243686 2.002050 0.0 0.0 0.0
H -3.692851 -2.541969 2.049422 0.0 0.0 0.0
C 1.739881 -4.989092 -1.725000 0.0 0.0 0.0
C 2.589520 -3.725449 -1.603945 0.0 0.0 0.0
P 1.622441 -2.326408 -0.922481 0.0 -0.1 -0.1
C 0.426076 -1.879215 -2.236351 0.0 0.0 0.0
C 0.955193 -1.307364 -3.547269 0.0 0.0 0.0
C 2.811608 -0.943611 -0.778911 0.0 0.0 0.1
C 3.931247 -0.848037 -1.810994 0.0 0.0 0.0
H 2.341561 -5.838938 -2.051255 0.0 0.0 0.0
H 0.934198 -4.859243 -2.449848 0.0 0.0 0.0
H 1.280853 -5.245808 -0.769008 0.0 0.0 0.0
H 3.038510 -3.468963 -2.566855 0.0 0.0 0.0
H 3.409538 -3.880536 -0.895723 0.0 0.0 0.0
H -0.257023 -1.171887 -1.760751 0.0 0.0 0.0
H -0.158334 -2.786367 -2.419223 0.0 0.0 0.0
H 1.445830 -0.346590 -3.384532 0.0 0.0 0.0
H 0.132054 -1.133725 -4.243124 0.0 0.0 0.0
H 1.670840 -1.973406 -4.034515 0.0 0.0 0.0
H 3.219110 -1.034274 0.229391 0.0 0.0 0.0
H 2.200902 -0.036941 -0.756133 0.0 -0.1 0.0
H 4.584309 -1.720958 -1.774912 0.0 0.0 0.0
H 4.551039 0.027671 -1.607077 0.0 0.0 0.0
H 3.555437 -0.757906 -2.829836 0.0 0.0 0.0

=====

# 3
89
Properties=species:S:1:pos:R:3:forces:R:3 method="wB97M-V/def2-TZVPD" de_lowest_kcal_mol=31.6 total_energy_ha=-3192.354298
Rb 0.719109 0.948181 0.177901 0.8 0.0 1.2
O -1.009438 -0.801273 0.129384 -1.3 -1.2 0.3
S -2.131897 -1.644382 0.692359 0.6 0.4 0.0
C -2.758698 -2.598694 -0.719305 0.0 0.0 -0.2
C -1.647959 -3.318795 -1.486218 0.0 0.1 -0.1
C -0.691727 -2.445689 -2.318813 -0.1 0.1 0.1
C -1.362344 -1.422488 -3.236948 0.1 -0.1 0.0
S -1.789219 0.112932 -2.374185 0.4 0.3 0.1
O -0.489292 0.853490 -2.192501 -0.9 -0.4 -0.4
C -2.606863 0.912854 -3.745251 0.0 0.1 -0.1
C -2.043444 2.071552 -4.251890 -0.1 0.0 -0.1
C -2.691925 2.748414 -5.278966 0.0 0.0 0.0
C -3.891984 2.269702 -5.782076 0.0 0.0 0.0
C -4.460107 1.117198 -5.249248 0.0 0.0 0.0
C -3.824344 0.439812 -4.221099 0.0 0.0 0.0
C -3.555832 -0.563124 0.830538 0.0 0.0 0.0
C -4.785102 -1.104887 1.172805 0.0 0.0 0.0
C -5.902253 -0.282369 1.223923 0.0 0.0 0.0
C -5.780664 1.070594 0.941377 0.1 0.0 0.0
C -4.537474 1.605043 0.626848 0.0 0.0 0.1
C -3.414151 0.792807 0.579265 -0.1 0.0 0.1
H -3.329450 -1.926832 -1.358823 0.0 0.0 0.0
H -3.457981 -3.318185 -0.288481 0.0 0.0 0.0
H -2.146246 -4.024730 -2.156703 0.0 0.0 0.0
H -1.054977 -3.923961 -0.795635 0.0 0.0 0.0
H -0.095466 -3.109171 -2.948494 0.0 0.0 0.0
H 0.010236 -1.928923 -1.666519 0.0 0.0 0.0
H -2.279719 -1.803346 -3.693165 0.0 0.0 0.0
H -0.681714 -1.091359 -4.024681 0.0 -0.1 0.0
H -1.115375 2.427955 -3.826841 0.0 0.0 0.0
H -2.259109 3.655511 -5.681291 0.0 0.0 0.0
H -4.394081 2.798720 -6.581360 0.0 0.0 0.0
H -5.405006 0.752072 -5.629617 0.0 0.0 0.0
H -4.281991 -0.444200 -3.791074 0.0 0.0 0.0
H -4.877442 -2.158112 1.411242 0.0 0.0 0.0
H -6.864198 -0.698951 1.492217 0.0 0.0 0.0
H -6.651431 1.711695 0.981196 0.0 0.0 0.0
H -4.436747 2.665009 0.432562 0.0 0.0 0.0
H -2.441109 1.219689 0.376830 0.0 -0.1 -0.1
C 3.482402 3.790429 -2.581933 0.1 0.3 0.1
S 2.715886 2.494604 -1.622098 -0.3 0.2 -0.3
O 1.392279 3.051988 -1.171246 0.8 0.5 -0.7
C 2.411305 1.417187 -3.027259 0.0 0.0 0.0
C 2.994937 0.161515 -3.005540 0.0 0.0 0.0
C 2.768396 -0.718236 -4.060360 0.0 0.0 0.0
C 1.962958 -0.330120 -5.119305 0.0 0.0 0.0
C 1.373784 0.932868 -5.128299 0.0 -0.1 0.0
C 1.589995 1.803662 -4.077032 0.1 0.0 0.0
H 2.731359 4.193788 -3.259267 0.1 0.0 0.0
H 4.331047 3.382217 -3.128730 0.0 0.0 0.0
H 3.813772 4.556215 -1.882000 0.0 0.0 0.0
H 3.619994 -0.128071 -2.168330 0.0 0.0 0.0
H 3.223237 -1.700198 -4.051852 0.0 0.0 0.0
H 1.790011 -1.011250 -5.943199 0.0 0.0 0.0
H 0.731940 1.226718 -5.949583 0.0 0.0 0.0
H 1.111522 2.774854 -4.055037 0.0 0.0 0.0
C 4.949461 1.862737 3.006692 0.1 0.0 0.1
C 3.642109 2.276348 2.388432 -0.1 -0.2 0.0
N 2.660197 2.611904 3.268589 0.0 0.1 0.0
O 3.476743 2.314087 1.181736 -0.1 0.1 0.0
H 4.838403 0.843386 3.379700 0.0 0.0 0.0
H 5.227690 2.516088 3.834980 0.0 0.0 0.0
H 5.721641 1.875944 2.243399 0.0 0.0 0.0
H 2.760956 2.335674 4.230102 0.0 0.0 0.0
H 1.718256 2.657786 2.912925 0.0 0.0 0.0
C 2.532752 0.260454 6.114386 0.0 0.0 0.0
C 3.001038 -1.003739 5.395956 0.0 0.0 0.0
C 1.935481 -1.592423 4.462065 -0.1 0.0 -0.1
C 2.398855 -2.967066 3.937657 0.1 0.0 0.0
C 1.407677 -3.645755 2.997665 0.0 0.0 0.0
C 0.667730 -1.814727 5.257058 0.0 -0.1 0.1
O 0.658282 -2.420013 6.313430 0.0 0.0 0.0
N -0.472264 -1.324411 4.699467 0.0 0.0 0.0
C -0.565035 -0.556731 3.518314 0.1 0.2 -0.2
O -1.699994 -0.227440 3.178569 0.0 0.0 0.0
N 0.549201 -0.217584 2.829364 0.1 -0.2 0.6
C 1.756406 -0.676539 3.232413 -0.1 0.0 -0.1
O 2.782767 -0.414827 2.597228 -0.1 0.0 0.0
H 3.373535 0.819187 6.529365 0.0 0.0 0.0
H 1.854945 0.020432 6.933531 0.0 0.0 0.0
H 1.986870 0.921099 5.433244 0.0 0.0 0.0
H 3.275687 -1.765393 6.126764 0.0 0.0 0.0
H 3.876441 -0.797711 4.779378 0.0 0.0 0.0
H 2.587918 -3.600265 4.806849 0.0 0.0 0.0
H 3.346692 -2.796978 3.424284 0.0 0.0 0.0
H 0.484059 -3.916795 3.514180 0.0 0.0 0.0
H 1.835473 -4.560625 2.585610 0.0 0.0 0.0
H 1.144951 -2.994688 2.159828 0.0 0.0 0.0
H -1.342329 -1.483348 5.188649 0.0 0.0 0.0